# 1
{"formula": "H12O6", "method": "wB97M-V/def2-TZVPD", "symbols": ["H", "H", "H", "H", "H", "H", "H", "H", "H", "H", "H", "H", "O", "O", "O", "O", "O", "O"], "positions_angstrom": [[2.091434, 0.564366, 2.266076], [2.001243, -0.497468, 1.131793], [0.017056, -0.261444, -2.183016], [1.045278, 0.397218, -3.278261], [-1.143220, -0.210160, 3.151916], [0.059758, 0.086255, 2.214809], [-1.956036, 0.323979, -1.065862], [-2.207566, -0.537857, -2.313131], [-2.819969, 1.493651, 0.456747], [-2.024121, 0.439274, 1.226582], [2.809557, -1.389389, -0.761584], [1.946728, -0.184206, -1.132447], [1.641039, -0.299967, 2.028807], [0.970007, -0.288143, -2.547844], [-0.850534, 0.413021, 2.469992], [-1.607890, 0.126362, -1.980551], [-2.652786, 0.537960, 0.455344], [2.522644, -0.517261, -0.389951]], "atomic_forces_ev_per_a": [[-0.8, -1.6, -0.3], [-0.1, 0.0, -0.1], [1.1, 0.4, -1.0], [-0.5, -1.3, 1.5], [0.1, 0.3, -0.2], [-0.3, 0.2, 0.1], [0.2, -0.2, -0.3], [-0.2, -0.3, -0.2], [-0.1, -0.3, 0.0], [-0.1, -0.1, -0.4], [-0.3, 1.1, 0.6], [0.2, -0.2, 0.3], [0.9, 1.7, 0.8], [-0.7, 1.1, -0.7], [0.0, -0.5, 0.2], [0.0, 0.3, 0.6], [0.3, 0.6, 0.5], [0.3, -1.1, -1.3]], "mulliken_charge": [0.33, 0.46, 0.46, 0.31, 0.32, 0.46, 0.44, 0.31, 0.33, 0.45, 0.31, 0.45, -0.79, -0.78, -0.77, -0.74, -0.78, -0.76], "smiles": "O.O.O.O.O.O", "de_lowest_kcal_mol": 6.95, "homo_ev": -11.36}

***

# 2
{"formula": "H12O6", "method": "wB97M-V/def2-TZVPD", "symbols": ["O", "H", "H", "O", "H", "H", "O", "H", "H", "O", "H", "H", "O", "H", "H", "O", "H", "H"], "positions_angstrom": [[0.235920, 0.910989, -3.158169], [-0.359307, 0.408380, -2.601999], [0.679272, 1.508906, -2.556375], [0.592131, 0.596573, -0.076978], [0.207398, -0.243187, 0.174020], [1.507448, 0.393213, -0.269548], [4.111679, 1.015338, -1.344717], [3.265394, 1.451945, -1.441725], [4.494725, 1.036812, -2.221670], [-1.125275, -1.742078, 0.506056], [-1.835025, -1.335807, 0.008626], [-1.387156, -2.658662, 0.592908], [-1.385934, -1.789949, 3.315741], [-1.564093, -0.982502, 3.797941], [-1.148871, -1.496723, 2.435933], [-2.168939, 1.307405, 1.139383], [-1.324689, 0.988224, 0.820672], [-2.794677, 0.631125, 0.879900]], "atomic_forces_ev_per_a": [[0.1, 0.0, -0.5], [0.0, 0.0, 0.2], [-0.1, 0.1, 0.2], [-0.2, 0.4, -0.1], [0.0, -0.6, 0.1], [0.3, -0.1, 0.1], [0.0, -0.1, 0.3], [-0.1, 0.2, -0.1], [0.1, 0.0, -0.2], [0.2, 0.3, -0.2], [-0.3, 0.1, -0.2], [0.0, -0.4, 0.1], [-0.1, -0.2, 0.3], [-0.1, 0.2, 0.2], [0.1, 0.1, -0.3], [-0.2, 0.0, 0.1], [0.5, 0.2, -0.1], [-0.3, 0.0, 0.1]], "mulliken_charge": [-0.62, 0.32, 0.31, -0.62, 0.35, 0.29, -0.62, 0.31, 0.32, -0.70, 0.28, 0.31, -0.65, 0.32, 0.38, -0.59, 0.32, 0.30], "smiles": "O.O.O.O.O.O", "de_lowest_kcal_mol": 33.76, "homo_ev": -11.34}

***

# 3
{"formula": "H12O6", "method": "wB97M-V/def2-TZVPD", "symbols": ["O", "H", "H", "O", "H", "H", "O", "H", "H", "O", "H", "H", "O", "H", "H", "O", "H", "H"], "positions_angstrom": [[-0.906308, -1.428631, 2.705735], [-0.690114, -0.925993, 1.920335], [-0.160241, -2.015749, 2.827844], [2.032637, 0.826555, 2.170002], [2.934229, 0.951781, 1.873883], [1.497052, 1.044337, 1.407138], [-0.878279, -1.990469, -2.175031], [-1.438958, -2.468949, -1.564361], [-0.842637, -2.545961, -2.953737], [-0.729577, 3.050117, 0.530625], [-1.659325, 2.971883, 0.744370], [-0.716718, 3.405637, -0.358007], [-0.200450, -0.170138, 0.189325], [-0.590020, 0.691302, 0.039747], [-0.335784, -0.640812, -0.633107], [0.924867, -0.034824, -2.565083], [1.410061, 0.064625, -1.745982], [0.349565, -0.784711, -2.413695]], "atomic_forces_ev_per_a": [[-0.4, -0.3, 0.4], [0.2, 0.3, -0.4], [0.2, 0.0, 0.1], [0.1, -0.1, 0.3], [0.2, 0.0, 0.0], [-0.3, 0.0, -0.2], [-0.3, -0.2, 0.1], [-0.2, -0.1, 0.3], [0.1, -0.1, -0.3], [0.2, -0.4, 0.0], [-0.3, 0.0, 0.2], [0.1, 0.2, -0.3], [0.1, -0.1, 0.4], [-0.1, 0.6, 0.0], [-0.1, -0.2, -0.2], [0.3, 0.5, -0.3], [0.2, 0.1, 0.2], [-0.1, -0.2, -0.1]], "mulliken_charge": [-0.63, 0.39, 0.31, -0.61, 0.30, 0.32, -0.66, 0.30, 0.27, -0.66, 0.32, 0.33, -0.69, 0.41, 0.25, -0.67, 0.35, 0.39], "smiles": "O.O.O.O.O.O", "de_lowest_kcal_mol": 29.65, "homo_ev": -10.63}

***

# 4
{"formula": "H12O6", "method": "wB97M-V/def2-TZVPD", "symbols": ["H", "H", "H", "H", "H", "H", "H", "H", "H", "H", "H", "H", "O", "O", "O", "O", "O", "O"], "positions_angstrom": [[-1.526495, 0.021409, -0.742535], [-0.052849, -0.231231, -0.159640], [-0.032055, 3.879889, -3.329558], [0.162330, 4.019190, -1.926667], [1.033479, -1.183650, 1.673062], [-0.226747, -1.887305, 1.712440], [-1.249667, -1.772679, -1.955534], [-2.712820, -2.156460, -1.724230], [3.967066, -0.640377, 0.172602], [3.436625, 0.184238, 1.492335], [-2.007963, -0.171702, 1.595938], [-1.349968, 0.840863, 2.422907], [-1.052607, -0.388850, -0.063714], [0.690399, 3.785273, -2.660756], [0.537354, -1.775729, 2.329328], [-1.756738, -2.555091, -1.756736], [3.671896, 0.208172, 0.506281], [-1.531241, -0.175959, 2.414478]], "atomic_forces_ev_per_a": [[-0.6, 1.2, -1.8], [-2.5, 0.0, -0.1], [1.2, -0.3, 0.1], [-0.4, 0.4, 2.0], [-0.3, -1.1, 1.8], [0.2, -0.2, 1.3], [0.5, 0.2, 0.0], [2.6, -1.4, 0.0], [0.0, -0.3, 0.6], [0.8, -0.5, -2.3], [-0.4, -0.6, -0.8], [-0.2, -2.7, 0.5], [3.3, -0.8, 1.1], [-0.9, -0.1, -2.1], [0.7, 0.9, -3.0], [-3.2, 0.8, -0.1], [-0.9, 0.8, 1.8], [0.0, 3.7, 1.1]], "mulliken_charge": [0.28, 0.30, 0.32, 0.31, 0.25, 0.35, 0.29, 0.32, 0.33, 0.33, 0.31, 0.31, -0.59, -0.63, -0.60, -0.61, -0.66, -0.61], "smiles": "O.O.O.O.O.O", "de_lowest_kcal_mol": 71.25, "homo_ev": -10.29}

***

# 5
{"formula": "H12O6", "method": "wB97M-V/def2-TZVPD", "symbols": ["O", "H", "H", "O", "H", "H", "O", "H", "H", "O", "H", "H", "O", "H", "H", "O", "H", "H"], "positions_angstrom": [[2.433211, 2.145407, 2.541604], [2.063461, 2.467907, 1.719714], [2.086321, 1.257547, 2.628764], [-2.015789, 0.503157, 1.887854], [-1.556209, 1.308997, 2.123734], [-2.313529, 0.143327, 2.723374], [-0.286319, 0.722367, -3.352156], [-0.893559, 1.242247, -3.878676], [-0.035599, -0.004293, -3.922526], [1.614811, -1.442323, -2.395406], [1.366911, -0.629903, -2.836726], [1.357051, -1.308293, -1.483366], [-1.469759, -2.479913, 1.382774], [-2.335299, -2.357203, 1.772664], [-1.116169, -1.594283, 1.299814], [0.450961, -0.370513, -0.027006], [0.013191, 0.051377, -0.766336], [0.636321, 0.344397, 0.581904]], "atomic_forces_ev_per_a": [[0.0, 0.1, 0.1], [0.0, 0.2, -0.2], [0.0, -0.3, 0.1], [0.1, -0.1, -0.2], [0.0, 0.3, 0.1], [-0.1, -0.1, 0.3], [0.1, 0.1, 0.3], [-0.2, 0.2, -0.1], [-0.1, -0.3, -0.2], [0.2, -0.3, -0.6], [0.2, 0.2, 0.1], [0.0, 0.0, 0.5], [0.0, -0.4, 0.1], [-0.2, 0.0, 0.0], [0.2, 0.4, -0.3], [0.1, -0.2, 0.2], [-0.4, 0.2, -0.4], [0.1, 0.1, 0.1]], "mulliken_charge": [-0.62, 0.31, 0.33, -0.62, 0.31, 0.32, -0.63, 0.29, 0.31, -0.64, 0.32, 0.38, -0.63, 0.29, 0.36, -0.65, 0.35, 0.22], "smiles": "O.O.O.O.O.O", "de_lowest_kcal_mol": 37.06, "homo_ev": -11.01}

***

# 6
{"formula": "H12O6", "method": "wB97M-V/def2-TZVPD", "symbols": ["O", "H", "H", "O", "H", "H", "O", "H", "H", "O", "H", "H", "O", "H", "H", "O", "H", "H"], "positions_angstrom": [[-2.383435, 0.470396, -0.510232], [-1.761338, 0.365065, 0.215633], [-1.788809, 0.703015, -1.256669], [1.047210, 2.206276, 0.115753], [1.549247, 2.139206, -0.726564], [1.200304, 3.088271, 0.357663], [0.861708, -1.157959, -1.243287], [0.678768, -1.972980, -1.672681], [0.362786, -0.430619, -1.705299], [-0.367688, -0.248563, 1.172386], [-0.097067, 0.644020, 1.379720], [0.172449, -0.464817, 0.405091], [3.029942, 0.004106, 0.948926], [3.425094, 0.497043, 1.696981], [2.290157, 0.524531, 0.679688], [-3.137181, -2.133950, 0.113711], [-2.633391, -1.406166, -0.172525], [-2.448755, -2.826875, 0.201705]], "atomic_forces_ev_per_a": [[0.4, 0.5, -1.5], [0.3, -0.2, 0.7], [-0.8, -0.1, 0.6], [0.3, -1.9, -1.6], [-0.5, -0.1, 0.7], [0.2, 2.0, 0.8], [-0.3, 2.6, 0.2], [-0.4, -1.0, -0.7], [0.7, -1.5, 0.4], [-0.3, 0.1, 0.2], [0.2, 0.4, 0.3], [0.3, -0.6, -0.1], [1.3, -0.2, 0.9], [-0.4, -0.4, -0.7], [-0.8, 0.6, -0.2], [0.0, -2.6, 0.6], [0.7, 2.0, -0.7], [-0.8, 0.4, 0.1]], "mulliken_charge": [-0.70, 0.45, 0.26, -0.59, 0.32, 0.27, -0.63, 0.29, 0.32, -0.68, 0.32, 0.31, -0.61, 0.29, 0.32, -0.61, 0.35, 0.30], "smiles": "O.O.O.O.O.O", "de_lowest_kcal_mol": 35.45, "homo_ev": -10.58}